DFT (wB97M-V/def2-TZVPD) results for a 2-piece molecular cluster, C5H9N3O2 overall in a non-equilibrium geometry.

Summary:
**E_tot**: -13888.9620 eV
**M**: 143.1 g/mol
**Relative energy (zero: lowest compared OMol25 entry of this formula, charge and spin)**: 175.7 kcal per mole
**E_LUMO (spin up / spin down)**: -0.572 / -0.989 eV

Last column: Löwdin charge in e.
Atoms and positions in Å:
1 H -2.24 1.41 0.34  0.108
2 C -0.64 0.12 1.10  -0.325
3 C -1.66 -0.09 -1.16  -0.165
4 H 1.05 1.15 1.95  0.079
5 H 0.17 2.10 0.75  0.088
6 O 4.22 -1.55 -0.94  0.040
7 N 2.47 -1.18 0.26  0.223
8 H -1.65 0.75 -1.87  0.115
9 C 0.06 1.39 1.57  -0.058
10 C 0.11 -0.53 0.01  -0.052
11 C -1.96 0.36 0.30  -0.110
12 H -0.77 -0.57 1.94  0.143
13 H -2.77 -0.24 0.72  0.108
14 H -2.34 -0.85 -1.52  0.113
15 O 2.35 -1.16 -2.02  0.043
16 H 1.39 -1.01 -1.86  0.040
17 N 3.05 -1.31 -0.80  -0.522
18 N -0.31 -0.64 -1.14  0.051
19 H -0.52 1.86 2.36  0.082

DFT (wB97M-V/def2-TZVPD) results for C5H9N4 as an isolated structure in a non-equilibrium geometry.

Summary:
**E_tot**: -11281.9769 eV
**M**: 125.2 g/mol
**Relative energy (zero: lowest compared OMol25 entry of this formula, charge and spin)**: 80.8 kcal per mole
**Total charge**: +1
**E_LUMO**: -4.924 eV

Last column: Löwdin charge in e.
Atoms and positions in Å:
1 N -0.98 -0.09 0.06  0.215
2 N 1.48 0.35 -0.22  0.199
3 H 4.30 -0.65 -0.34  0.151
4 C 3.41 -1.41 -0.22  0.018
5 H -2.86 0.22 1.34  0.066
6 H -1.22 3.10 -0.18  0.110
7 H -3.71 1.42 0.45  0.069
8 H 3.28 -2.43 -0.72  0.122
9 C -1.50 1.28 0.27  -0.358
10 H 3.62 -1.70 0.80  0.098
11 C -2.85 1.24 1.00  0.024
12 H -1.62 -0.80 0.09  0.123
13 H 0.53 -2.45 -0.96  0.157
14 C 0.25 -0.40 -0.26  -0.229
15 N 0.88 -1.58 -0.57  0.165
16 N -0.80 2.16 -0.26  0.197
17 H -2.70 1.90 1.90  0.124
18 C 2.10 -0.78 -0.42  -0.249

DFT (wB97M-V/def2-TZVPD) results for an isolated ion of composition C5H9N4O and charge +1 in a non-equilibrium geometry.

Summary:
**E_tot**: -13325.8938 eV
**M**: 141.2 g/mol
**Relative energy (zero: lowest compared OMol25 entry of this formula, charge and spin)**: 159.1 kcal per mole
**Total charge**: +1
**E_LUMO (spin up / spin down)**: -7.220 / -7.854 eV

Last column: Löwdin charge in e.
Atoms and positions in Å:
1 H 1.47 -0.54 1.47  0.162
2 O 1.78 1.58 -1.04  0.210
3 C -0.64 -1.03 -0.51  -0.115
4 C 0.86 0.33 0.83  -0.092
5 H -3.06 0.50 -1.44  0.137
6 N 2.95 -1.33 0.40  0.287
7 H -2.16 0.63 1.60  0.156
8 N 2.89 -0.28 -0.37  0.117
9 H -3.56 -0.15 -0.04  0.067
10 C -2.69 0.09 -0.48  -0.120
11 N -1.88 -1.10 -0.92  0.028
12 C -1.70 0.70 0.53  -0.099
13 H 3.83 -1.70 0.73  0.124
14 N -0.44 -0.03 0.31  -0.156
15 H -2.37 -1.59 -1.67  0.144
16 H 3.69 0.17 -0.81  0.191
17 H -1.42 1.82 0.27  0.156
18 C 1.76 0.62 -0.34  -0.381
19 H 0.68 1.31 1.47  0.186

DFT (wB97M-V/def2-TZVPD) results for one molecule with the formula C5H9N5O in a non-equilibrium geometry.

Summary:
**E_tot**: -14823.3831 eV
**M**: 155.2 g/mol
**Relative energy (zero: lowest compared OMol25 entry of this formula, charge and spin)**: 129.6 kcal per mole
**E_LUMO (spin up / spin down)**: 0.453 / 0.453 eV

Last column: Löwdin charge in e.
Atoms and positions in Å:
1 C -1.52 0.97 -1.40  -0.156
2 C -2.62 1.10 -0.33  -0.105
3 C -0.06 1.02 -0.99  -0.383
4 H -3.02 2.15 -0.42  0.076
5 H -3.39 0.35 -0.40  0.052
6 H 1.78 -0.91 2.88  0.059
7 N 2.79 0.59 0.68  -0.047
8 N 0.41 0.22 0.10  0.055
9 H -1.52 1.63 -2.18  0.083
10 H -2.25 1.15 0.79  0.099
11 H 3.83 -0.52 2.05  0.104
12 N -0.55 -0.55 0.76  0.044
13 H 4.56 0.79 1.27  0.076
14 N 3.70 0.43 1.61  -0.011
15 N 1.57 0.15 0.95  -0.042
16 H -1.68 -0.06 -1.79  0.123
17 H -0.73 -1.56 2.48  0.107
18 O 0.64 1.84 -1.53  0.089
19 C 1.24 -0.63 2.06  -0.063
20 C -0.05 -1.10 1.80  -0.161

DFT (wB97M-V/def2-TZVPD) results for a 2-piece molecular cluster, C5H9NO overall in a non-equilibrium geometry.

Summary:
**Spin multiplicity**: 2
**E_tot**: -8866.8095 eV
**M**: 99.1 g/mol
**Relative energy (zero: lowest compared OMol25 entry of this formula, charge and spin)**: 9.0 kcal per mole
**Total charge**: -1
**E_LUMO (spin up / spin down)**: 3.806 / 3.900 eV

Last column: Löwdin charge in e.
Atoms and positions in Å:
1 H 1.90 -3.61 -1.30  -0.020
2 H -1.12 -1.20 2.21  0.036
3 C -0.16 -0.69 2.05  -0.287
4 H 1.49 -2.40 -2.10  0.008
5 H -0.04 -0.11 2.97  0.033
6 O 1.99 -3.24 -2.18  -0.173
7 C 0.33 0.28 -0.32  -0.125
8 H -1.75 2.86 -0.27  0.076
9 C -0.35 0.19 0.88  -0.416
10 H 1.25 -0.24 -0.53  0.065
11 H 0.11 1.58 -2.07  0.072
12 N -1.14 1.32 0.96  0.029
13 C -1.07 2.02 -0.23  -0.244
14 H 0.62 -1.44 1.95  0.023
15 C -0.15 1.45 -1.03  -0.148
16 H -1.84 1.67 1.62  0.073

DFT (wB97M-V/def2-TZVPD) results for C5H9NO as an isolated structure in a non-equilibrium geometry.

Summary:
**E_tot**: -8864.2098 eV
**M**: 99.1 g/mol
**Relative energy (zero: lowest compared OMol25 entry of this formula, charge and spin)**: 115.4 kcal per mole
**E_LUMO**: -0.374 eV

Last column: Löwdin charge in e.
Atoms and positions in Å:
1 H -1.54 -1.06 1.09  0.102
2 C 0.30 -0.97 -0.22  -0.165
3 H 1.85 1.39 -0.17  0.090
4 H 0.69 1.36 -1.54  0.077
5 C 1.07 -1.70 0.59  0.022
6 H -2.04 -1.37 -0.64  0.110
7 C -0.09 0.92 0.49  -0.533
8 O -0.10 1.25 1.67  0.053
9 N -1.57 0.64 -0.08  -0.027
10 H 1.06 -1.50 1.66  0.074
11 H 0.71 2.70 -0.35  0.091
12 H 1.73 -2.46 0.20  0.062
13 H 0.41 -1.09 -1.30  0.090
14 C 0.84 1.62 -0.49  -0.020
15 H -1.81 1.00 -1.00  0.102
16 C -1.51 -0.72 0.06  -0.128

DFT (wB97M-V/def2-TZVPD) results for C5H9NO as an isolated structure in a non-equilibrium geometry.

Summary:
**E_tot**: -8866.6296 eV
**M**: 99.1 g/mol
**Relative energy (zero: lowest compared OMol25 entry of this formula, charge and spin)**: 59.6 kcal per mole
**E_LUMO**: 0.904 eV

Last column: Löwdin charge in e.
Atoms and positions in Å:
1 H -1.21 -1.94 0.42  0.100
2 H 0.91 -1.88 -0.03  0.068
3 C 0.16 0.21 -0.15  -0.410
4 H 1.54 1.87 0.24  0.095
5 C 1.28 -0.86 0.02  -0.027
6 C 0.80 1.55 -0.51  -0.032
7 N -1.26 -0.14 -0.74  0.039
8 H 2.10 -0.75 -0.70  0.077
9 H 0.05 2.34 -0.58  0.084
10 H 1.75 -0.74 1.01  0.095
11 H -1.37 -0.60 -1.64  0.109
12 C -1.62 -0.92 0.47  -0.090
13 C -0.78 0.22 1.02  -0.417
14 H 1.35 1.48 -1.46  0.079
15 H -2.64 -0.97 0.88  0.117
16 O -1.06 1.13 1.75  0.115

DFT (wB97M-V/def2-TZVPD) results for one molecule with the formula C5H9NO in a non-equilibrium geometry.

Summary:
**E_tot**: -8864.9487 eV
**SMILES string**: C[C@@]1(O)CN2C[C@H]21
**M**: 99.1 g/mol
**Relative energy (zero: lowest compared OMol25 entry of this formula, charge and spin)**: 98.3 kcal per mole
**E_LUMO**: 0.929 eV

Last column: Löwdin charge in e.
Atoms and positions in Å:
1 H 0.15 1.32 -1.71  0.117
2 H 1.62 -1.68 -0.91  0.081
3 H -2.85 -0.05 0.94  0.110
4 H 1.38 -1.79 0.88  0.081
5 C 1.47 -1.12 0.02  -0.019
6 N -1.43 0.98 -0.27  -0.005
7 C -0.69 0.30 0.85  -0.195
8 H 1.67 1.49 1.10  0.091
9 C -0.36 0.50 -1.21  -0.097
10 H -1.99 -1.16 -0.24  0.113
11 C -1.96 -0.24 0.34  -0.110
12 H -0.59 0.73 1.84  0.137
13 H -0.72 -0.23 -1.94  0.123
14 O 1.55 1.21 0.17  -0.115
15 H 2.24 -0.29 0.17  0.090
16 C 0.50 0.03 -0.03  -0.400